Entry 1:
ORCA calculation (the ωB97M-V functional and the def2-TZVPD basis) on a 2-piece molecular cluster, C4H8BrNO3 overall in a non-equilibrium geometry.

- 2S+1 = 3
- Kohn-Sham gap (alpha / beta) (Ha) = 0.3171 / 0.2063
- net charge = 0
- E_LUMO (alpha / beta) (eV) = 0.70 / -4.19
- E_tot (a.u.) = -3011.408625
- highest occupied orbital energy (alpha / beta) (eV) = -7.92 / -9.81
- expectation value of S² = 2.0171
- F_max (eV/A) = 10.028

XYZ file:
```
17
Properties=species:S:1:pos:R:3:forces:R:3:mulliken_spin:R:1
C 0.03357 1.72170 0.39671 0.900 -0.296 -1.372 -0.001
C 1.35644 -2.27509 -0.72579 0.995 -1.723 -1.631 0.218
C 0.91432 0.53739 0.06935 1.407 -1.482 -0.353 0.004
C 0.21146 -1.73769 -0.42585 -0.621 -0.500 0.008 -0.069
N -0.97198 -2.52071 -0.68805 6.712 6.994 2.570 0.419
O -0.82314 -3.61905 -1.17026 -1.032 -6.257 -2.721 0.865
O -2.01661 -1.98123 -0.43177 -6.071 0.363 0.532 0.526
O -0.05587 -0.56119 0.05884 -0.357 0.874 0.825 0.009
Br -4.75821 -0.41912 -1.04693 1.257 -1.220 -0.257 0.009
H -0.60156 1.47519 1.19840 -0.706 -0.444 1.119 0.000
H 0.71204 2.47523 0.73806 -0.010 1.112 -0.165 0.000
H -0.62649 1.96975 -0.45863 0.697 0.218 0.447 0.000
H -3.63566 -1.44487 -1.18326 -1.403 1.338 0.224 0.001
H 1.26375 -3.18677 -1.32678 0.470 0.011 0.552 0.012
H 2.27978 -1.77242 -0.73181 0.893 0.504 0.233 0.006
H 1.83094 0.36355 0.79475 -2.211 0.094 -0.827 0.001
H 1.44289 0.52061 -0.93389 -0.917 0.415 0.816 0.000
```
Positions in Å, forces in eV/Å.



Entry 2:
ORCA calculation (the ωB97M-V functional and the def2-TZVPD basis) on one molecule with the formula C2H3F2IO in a non-equilibrium geometry.

- Kohn-Sham gap (Ha) = 0.3708
- net charge = 0
- E_LUMO (eV) = 0.21
- E_tot (a.u.) = -650.682662
- highest occupied orbital energy (eV) = -9.88
- F_max (eV/A) = 3.313

XYZ file:
```
9
Properties=species:S:1:pos:R:3:forces:R:3:nbo_charge:R:1
O -1.09959 0.58853 1.13614 1.701 -1.134 -1.995 -0.725
C 0.10316 0.34348 0.31789 -1.938 1.214 2.396 0.873
F 1.10204 0.02528 1.17150 0.131 -0.217 -0.001 -0.338
F 0.45681 1.52275 -0.22555 0.018 0.176 -0.323 -0.334
C -0.11023 -0.72602 -0.70925 0.060 0.022 0.042 -0.598
I 1.67449 -0.91682 -1.87504 -0.268 -0.131 0.018 0.129
H -0.89866 1.29389 1.76189 0.285 0.052 -0.072 0.488
H -0.29834 -1.67135 -0.21008 -0.007 0.018 -0.061 0.253
H -0.92968 -0.45975 -1.36750 0.019 0.000 -0.004 0.252
```
Positions in Å, forces in eV/Å.



Entry 3:
ORCA calculation (the ωB97M-V functional and the def2-TZVPD basis) on a 11-piece molecular cluster, C42H68N2O20 overall in a non-equilibrium geometry.

- Kohn-Sham gap (Ha) = 0.3464
- net charge = 0
- E_LUMO (eV) = 0.13
- E_tot (a.u.) = -3255.633210
- highest occupied orbital energy (eV) = -9.29
- F_max (eV/A) = 2.353

XYZ file:
```
132
Properties=species:S:1:pos:R:3:forces:R:3:mulliken_charge:R:1
O 6.65032 -0.69127 4.04751 -0.149 0.007 0.350 -0.620
C 6.15066 0.01911 3.22401 0.336 0.260 -0.033 0.405
C 5.76995 1.48454 3.31936 0.683 0.071 -0.600 -0.202
C 5.66886 1.90671 1.84384 -0.759 -0.487 0.303 -0.295
C 5.29297 0.58197 1.15425 0.403 0.497 0.412 0.601
O 5.87984 -0.42642 1.99389 -0.121 -0.562 -0.674 -0.414
H 4.85832 1.53186 3.90966 -0.003 0.410 -0.053 -0.062
H 6.59281 2.05499 3.74331 -0.245 -0.175 0.688 0.483
H 4.92121 2.67734 1.66944 0.066 0.061 -0.034 -0.011
H 6.65410 2.25246 1.53649 -0.065 0.020 -0.233 0.431
H 4.21751 0.41585 1.13863 -0.011 0.082 -0.158 -0.635
H 5.73457 0.48777 0.16522 -0.118 -0.119 -0.039 0.449
O -3.81171 2.16396 -4.68462 -0.561 0.015 -0.041 -0.637
C -3.62654 1.07742 -4.20975 1.476 -0.074 -0.376 0.218
C -2.26742 0.53195 -3.73393 -0.927 -0.397 0.840 1.769
C -2.58140 -0.94307 -3.65374 0.398 -1.304 0.656 -0.112
C -4.06923 -0.99455 -3.32709 0.462 0.580 -0.392 -0.489
O -4.58213 0.15462 -4.04151 -0.654 0.030 -0.060 -0.422
H -1.38027 0.83244 -4.28035 -0.247 0.121 -0.403 0.400
H -2.13484 0.85400 -2.69636 0.076 0.143 -0.358 -1.477
H -2.36177 -1.48164 -4.57843 -0.243 0.129 -0.133 0.311
H -2.07245 -1.49890 -2.85870 0.327 0.241 -0.095 -0.185
H -4.52822 -1.91501 -3.67658 -0.303 0.202 -0.152 0.493
H -4.28908 -0.82538 -2.27233 0.145 -0.167 -0.021 0.105
O -0.09145 -3.25001 -2.15175 -0.262 0.225 0.287 -0.578
C 0.75446 -2.76054 -2.84704 0.244 -1.169 -0.318 0.617
C 0.68765 -2.35379 -4.28700 -0.387 0.512 0.213 -0.222
C 1.76126 -1.28555 -4.35825 -0.169 -0.166 -0.139 0.196
C 2.80139 -1.87113 -3.39709 0.098 0.186 0.030 -0.500
O 2.03281 -2.67218 -2.44941 0.663 0.740 0.149 -0.330
H 0.98731 -3.22347 -4.87549 -0.330 -0.064 -0.068 0.412
H -0.31140 -1.99692 -4.50982 0.020 -0.212 -0.358 -0.222
H 2.09510 -1.14957 -5.38471 0.322 0.126 0.137 0.554
H 1.33187 -0.34986 -3.99549 0.263 0.080 0.097 -0.489
H 3.54213 -2.50361 -3.88769 -0.240 -0.249 -0.079 0.348
H 3.36983 -1.12617 -2.84291 -0.235 0.052 0.183 0.218
O -3.46249 0.95783 -0.94323 -0.081 -0.362 0.070 -0.433
C -3.58731 2.13740 -1.10274 0.305 0.973 -0.025 0.209
C -2.70538 3.10736 -1.91698 -1.186 -0.231 1.124 1.737
C -3.06321 4.43907 -1.25589 0.346 0.295 0.089 -0.871
C -4.44325 4.23909 -0.62610 0.782 -0.458 -0.946 -0.561
O -4.59004 2.81664 -0.49798 -0.007 -0.280 0.469 -0.472
H -1.66162 2.85269 -1.76868 -0.189 -0.321 -0.060 -2.044
H -3.01941 2.98523 -2.95417 0.263 0.378 0.035 0.597
H -2.32204 4.61215 -0.47279 -0.027 0.202 0.001 0.155
H -3.09277 5.32493 -1.88837 0.267 -0.170 -0.204 0.418
H -4.45458 4.69788 0.35861 -0.603 0.017 -0.022 0.388
H -5.20392 4.56999 -1.33109 -0.292 0.257 0.463 0.341
O -3.40132 -0.98799 2.31187 0.340 -0.078 -0.081 -0.535
C -3.70339 0.16135 2.47468 0.233 -0.677 -0.060 0.330
C -2.78907 1.31730 2.80478 -0.712 0.164 -0.024 1.101
C -3.75944 2.42461 3.21896 0.264 0.541 0.029 -0.706
C -5.13958 1.91666 2.75725 0.422 0.909 0.171 -0.213
O -4.96697 0.55940 2.37214 -0.773 0.243 0.045 -0.408
H -2.10924 1.00375 3.59121 0.270 0.089 -0.199 0.250
H -2.28873 1.56363 1.86700 0.338 -0.017 0.226 -0.725
H -3.68093 2.67446 4.27678 -0.226 -0.346 0.083 0.307
H -3.56313 3.36729 2.70619 0.192 -0.073 -0.038 0.224
H -5.90964 2.00406 3.52065 0.008 -0.283 0.038 0.364
H -5.42143 2.54563 1.91441 -0.333 -0.521 -0.279 0.071
O -4.94476 -5.05739 2.87461 0.331 0.123 -0.270 -0.625
C -4.22387 -4.77813 1.95309 -0.387 -0.082 1.157 0.396
C -2.76092 -4.45258 1.97388 0.653 1.043 0.063 0.044
C -2.35255 -4.64646 0.52547 0.777 -0.275 0.446 0.544
C -3.64173 -4.47752 -0.25638 0.393 -0.290 0.241 -0.394
O -4.67815 -4.73206 0.69870 -0.568 -0.143 -0.945 -0.381
H -2.58540 -3.40973 2.25998 -0.549 0.031 0.113 -0.103
H -2.19168 -5.03041 2.69856 -0.214 -0.280 -0.080 0.266
H -1.58795 -3.95381 0.17373 0.141 -0.185 0.054 -0.261
H -1.97854 -5.67455 0.50829 0.025 0.062 -0.757 0.077
H -3.75878 -3.47345 -0.66356 -0.077 0.007 0.050 0.151
H -3.66333 -5.21817 -1.05453 -0.485 0.116 -0.058 0.330
O 0.05726 1.08927 -1.63789 -0.197 -0.144 0.733 0.392
C 0.22863 0.29826 -0.72451 -0.988 0.083 -1.261 -0.303
C -0.80042 -0.43209 0.13182 0.818 1.297 -0.308 2.580
C 0.07974 -0.98945 1.22829 0.208 -1.712 0.419 0.454
C 1.43764 -1.18872 0.52055 -0.939 -0.440 0.353 0.144
O 1.43560 -0.10583 -0.43288 2.026 -0.207 0.178 -0.433
H -1.55880 0.31272 0.36315 -0.213 -0.518 0.191 -2.009
H -1.20559 -1.23563 -0.48513 -0.224 0.078 0.040 -0.438
H 0.21396 -0.43135 2.15593 -0.266 0.552 -0.279 -0.270
H -0.30505 -1.96132 1.54293 0.116 0.028 0.112 -0.115
H 2.29089 -1.19179 1.18909 0.078 0.681 -0.116 0.299
H 1.51862 -2.13597 -0.01059 -0.358 0.097 -0.217 -0.316
O 1.90470 6.32781 -1.72746 -0.417 0.126 -0.348 -0.606
C 1.84001 5.34092 -1.06526 0.812 -0.016 0.733 0.438
C 2.98126 4.37404 -0.74039 -0.462 0.416 -0.351 -0.308
C 2.25088 3.18259 -0.18359 0.210 -0.341 0.359 2.562
C 1.04928 3.85530 0.49541 0.381 -0.622 -0.529 0.213
O 0.74112 4.97988 -0.35141 -0.219 0.012 -0.006 -0.357
H 3.54446 4.18734 -1.65106 0.225 0.071 0.139 0.203
H 3.58397 4.87730 0.01901 0.205 -0.017 -0.138 0.407
H 1.98513 2.51750 -1.00193 -0.393 -0.093 0.199 -0.815
H 2.82888 2.57800 0.51288 -0.056 0.107 0.108 -1.190
H 0.17510 3.20929 0.54835 -0.088 0.079 0.001 -0.351
H 1.32835 4.18892 1.49521 -0.118 0.154 0.000 0.342
O 2.48141 1.89636 2.82174 -0.330 -0.535 0.140 -0.570
C 2.31280 0.87967 3.46023 -0.996 2.132 0.026 0.232
C 1.45313 0.71144 4.70717 0.671 -0.188 0.325 -0.463
C 1.75517 -0.73235 5.09870 -0.889 -0.579 0.777 -0.559
C 2.96123 -1.12582 4.25561 -0.304 -1.196 1.186 -0.487
O 2.94604 -0.22773 3.17198 1.189 -0.556 -0.823 0.056
H 1.82708 1.43111 5.44013 0.084 -0.049 -0.007 0.431
H 0.39780 0.94709 4.59697 0.043 -0.042 -0.465 0.008
H 1.90123 -0.87749 6.17050 0.362 0.232 -0.067 0.481
H 0.91843 -1.40770 4.89725 -0.040 0.239 -0.398 0.165
H 3.89004 -1.06340 4.83048 0.099 0.324 -0.323 0.355
H 2.87380 -2.15090 3.89442 0.035 0.171 -0.280 0.259
C 2.76438 2.21811 -3.96788 0.122 0.049 0.096 -1.110
N 1.59251 2.97381 -3.58864 0.207 -0.577 0.416 0.568
C 0.75752 3.59649 -4.44533 0.017 0.699 -0.345 0.512
C -0.40902 4.30696 -3.77681 0.549 -0.656 0.132 0.606
O 0.95771 3.63888 -5.64818 -0.072 -0.218 0.062 -0.742
H 2.65504 1.79221 -4.96315 0.042 0.418 -0.177 0.418
H 2.92232 1.35937 -3.31037 -0.219 0.178 0.283 0.229
H 3.64212 2.86370 -3.88647 0.179 -0.200 -0.386 0.353
H 1.34808 2.95067 -2.61691 -0.318 -0.110 -0.043 -1.011
H -1.18489 4.39745 -4.53076 -0.170 0.252 0.196 0.361
H -0.07542 5.25704 -3.35868 -0.052 0.197 -0.339 0.393
H -0.73612 3.71296 -2.92089 0.056 0.227 -0.481 -0.769
C 0.18015 -6.95762 2.97383 -0.771 0.783 -0.233 -0.913
N 0.63989 -5.57529 2.93983 0.157 -0.395 -0.551 -0.053
C 1.15863 -4.92443 1.87578 0.636 0.836 -0.127 0.572
C 1.30137 -5.60515 0.54399 -0.384 -0.768 -0.025 -1.120
O 1.58207 -3.77683 2.00891 -0.292 0.059 0.159 -0.383
H 0.71714 -7.60104 2.28233 0.427 0.041 0.292 0.280
H -0.86037 -6.99410 2.63242 -0.084 -0.191 0.282 0.262
H 0.24264 -7.28055 4.00830 0.030 -0.405 -0.133 0.367
H 0.54974 -4.98681 3.75141 0.018 -0.156 0.140 0.243
H 0.34978 -5.91059 0.10189 -0.128 0.132 0.211 0.237
H 1.85837 -6.53697 0.67030 0.222 0.123 -0.127 0.487
H 1.78204 -4.93968 -0.16451 0.167 0.035 0.150 0.099
```
Positions in Å, forces in eV/Å.



It is found that the energy relative to the best compared isomer or geometry (same formula, charge and spin) values, taken in the order of the records, are 174.17; 0.00; 0.00 kJ/mol.